(1)
The following is a DFT calculation (ωB97M-V with the def2-TZVPD basis set) of a cluster of 3 separate species, C18H38N2O6 in total at a distorted geometry.

Geometry as ORCA input:
```
! RIJCOSX wB97M-V def2-TZVPD def2/J DEFGRID3
* xyz 0 1
C 2.08 0.35 1.86
C 2.22 -0.67 0.68
O 3.33 -1.41 1.12
C 4.08 -0.64 1.97
O 5.23 -0.96 2.22
O 3.37 0.34 2.43
H 1.37 0.01 2.61
H 1.71 1.32 1.54
H 2.52 -0.14 -0.22
H 1.18 -1.01 0.77
C -1.10 -3.12 -0.19
C -1.90 -2.27 -1.32
C -1.83 -2.86 -2.74
C -2.79 -3.98 -2.90
C -4.26 -3.63 -2.60
C -4.32 -3.12 -1.08
N -3.29 -2.05 -0.89
O -3.35 -1.43 0.27
C -5.71 -2.46 -0.90
C -4.20 -4.37 -0.13
C -1.15 -0.94 -1.47
H -1.39 -2.79 0.80
H -0.01 -3.09 -0.28
H -1.54 -4.11 -0.07
H -2.15 -1.99 -3.31
H -0.89 -3.35 -3.02
H -2.66 -4.72 -2.11
H -2.66 -4.50 -3.85
H -4.92 -4.50 -2.56
H -4.61 -2.94 -3.37
H -6.37 -2.94 -1.63
H -6.16 -2.21 0.06
H -5.58 -1.45 -1.27
H -4.08 -3.92 0.85
H -5.14 -4.90 -0.27
H -3.54 -5.20 -0.40
H -0.27 -1.18 -2.05
H -0.82 -0.47 -0.54
H -1.67 -0.11 -1.95
H -3.83 -0.62 0.13
C -0.73 5.15 3.35
O 0.65 5.31 2.89
C 1.52 4.20 2.86
C 2.70 4.29 1.88
N 2.24 4.29 0.47
C 3.15 3.96 -0.68
C 3.91 2.61 -0.49
O 4.96 2.55 -1.56
C 6.07 1.80 -1.07
H -0.78 5.91 4.13
H -0.84 4.26 3.96
H -1.56 5.23 2.64
H 0.91 3.35 2.55
H 1.83 3.91 3.87
H 3.40 3.46 1.98
H 3.16 5.27 2.02
H 1.46 4.89 0.26
H 3.81 4.78 -0.96
H 2.36 3.90 -1.42
H 3.30 1.71 -0.64
H 4.41 2.52 0.47
H 5.64 0.83 -0.79
H 6.57 2.35 -0.28
H 6.94 1.49 -1.66
*
```

## Properties
Energy above the lowest of the compared OMol25 structures with the same formula, charge and spin, kcal per mole: 142.4
SMILES: CC1(C)CCCC(C)(C)N1O.COCCNCCOC.O=C1OCCO1

=====

(2)
The following is a DFT calculation (ωB97M-V with the def2-TZVPD basis set) of a structure of composition C38H26AsCaCl2N2OS.

Geometry as ORCA input:
```
! RIJCOSX wB97M-V def2-TZVPD def2/J DEFGRID3
* xyz -1 1
Ca 0.09 -0.14 -0.19
C 2.97 0.10 3.63
C 4.24 0.28 3.09
C 4.40 0.25 1.72
C 3.30 0.02 0.88
N 2.08 -0.14 1.42
C 1.93 -0.09 2.74
C 3.41 0.00 -0.61
C 4.69 -0.10 -1.19
C 4.83 -0.09 -2.57
C 3.69 0.01 -3.36
C 2.44 0.08 -2.77
C 2.23 0.07 -1.38
H 2.78 0.13 4.69
H 5.09 0.45 3.73
H 5.38 0.42 1.29
H 0.91 -0.20 3.10
H 5.58 -0.20 -0.58
H 5.81 -0.17 -3.01
H 3.79 0.02 -4.44
H 1.58 0.14 -3.43
S -1.25 1.50 1.78
C -1.74 0.77 3.30
C -1.98 1.57 4.43
C -2.40 1.04 5.63
C -2.60 -0.33 5.77
C -2.36 -1.15 4.68
C -1.94 -0.62 3.46
As -1.55 -1.72 1.93
C -1.75 -3.52 2.66
C -0.59 -4.17 3.07
C -0.66 -5.44 3.63
C -1.88 -6.07 3.77
C -3.04 -5.43 3.35
C -2.98 -4.16 2.80
C -3.21 -1.58 0.90
C -3.38 -2.41 -0.21
C -4.50 -2.28 -1.02
C -5.45 -1.31 -0.74
C -5.28 -0.48 0.36
C -4.17 -0.61 1.18
H -1.83 2.64 4.33
H -2.57 1.70 6.47
H -2.92 -0.75 6.71
H -2.51 -2.22 4.77
H 0.37 -3.69 2.96
H 0.25 -5.93 3.95
H -1.94 -7.07 4.20
H -4.00 -5.92 3.46
H -3.89 -3.67 2.48
H -2.62 -3.14 -0.47
H -4.60 -2.92 -1.89
H -6.31 -1.19 -1.38
H -6.01 0.28 0.58
H -4.03 0.05 2.02
Cl -1.77 -3.36 -3.77
C -1.91 -1.63 -3.79
C -2.49 -1.03 -4.92
C -2.65 0.32 -4.99
Cl -3.38 1.03 -6.42
C -2.22 1.15 -3.93
C -2.35 2.56 -3.93
C -1.91 3.28 -2.85
C -1.32 2.59 -1.78
N -1.18 1.29 -1.75
C -1.63 0.55 -2.80
C -1.47 -0.90 -2.68
O -0.95 -1.42 -1.64
H -2.82 -1.67 -5.73
H -2.81 3.05 -4.77
H -2.01 4.35 -2.82
H -0.97 3.13 -0.91
*
```

=====

(3)
The following is a DFT calculation (ωB97M-V with the def2-TZVPD basis set) of a cluster of 9 separate species, C26H58N2O25S4 in total at a distorted geometry.

Geometry as ORCA input:
```
! RIJCOSX wB97M-V def2-TZVPD def2/J DEFGRID3
* xyz 0 1
C -0.41 1.64 -0.17
N -0.30 0.81 -1.51
C -1.55 1.15 -2.26
C 0.94 1.34 -2.28
C -0.16 -0.67 -1.15
C 1.29 -1.14 -0.60
O 1.36 -2.50 -0.56
H 0.53 1.35 0.57
H -1.16 1.12 0.16
H -0.75 2.63 -0.34
H -1.44 0.82 -3.29
H -2.04 2.04 -2.11
H -2.61 0.50 -1.92
H 0.71 2.25 -2.84
H 1.22 0.91 -3.20
H 1.52 1.66 -1.58
H -0.21 -1.06 -2.13
H -1.16 -1.08 -0.60
H 1.25 -0.84 0.54
H 2.00 -0.86 -1.14
H 2.09 -2.71 0.14
N 3.42 -1.80 2.24
O 2.90 -0.69 2.17
O 4.37 -2.07 3.05
O 3.23 -2.79 1.38
O -3.16 -1.38 1.28
S -3.81 -1.94 0.04
O -4.05 -1.15 -1.09
O -2.77 -3.17 -0.44
C -3.21 -3.86 -1.62
C -2.07 -4.72 -2.05
C -5.22 -2.70 0.74
H -3.28 -3.12 -2.55
H -4.19 -4.22 -1.31
H -2.33 -5.13 -3.04
H -2.17 -5.79 -1.39
H -1.05 -4.19 -1.91
H -5.58 -3.47 0.12
H -5.93 -1.94 0.70
H -5.02 -3.19 1.73
O 1.71 3.76 0.16
S 2.46 4.60 1.05
O 3.42 5.48 0.60
O 1.42 5.59 1.89
C 0.40 6.21 1.27
C -0.72 6.64 2.04
C 3.36 3.61 2.36
H 0.06 5.20 0.61
H 0.53 7.07 0.66
H -0.41 7.51 2.63
H -1.11 5.94 2.94
H -1.60 6.88 1.37
H 4.02 2.93 1.66
H 2.68 2.91 2.98
H 3.78 4.39 3.01
O 0.08 1.39 5.39
S -0.78 1.98 4.36
O -0.42 1.97 2.99
O -2.14 1.15 4.59
C -2.07 -0.19 4.19
C -3.34 -0.87 4.67
C -1.23 3.51 4.77
H -1.23 -0.68 4.85
H -1.90 -0.26 3.11
H -3.42 -1.70 3.97
H -3.95 -0.03 4.42
H -3.07 -1.29 5.63
H -1.80 3.46 5.59
H -1.74 4.21 4.05
H -0.24 3.94 4.98
O 3.09 -0.32 -4.47
S 2.32 -1.47 -4.84
O 0.93 -1.40 -4.56
O 2.39 -1.62 -6.47
C 1.59 -0.59 -7.14
C 2.25 -0.34 -8.48
C 3.06 -3.06 -4.16
H 1.60 0.20 -6.62
H 0.56 -0.96 -7.45
H 1.82 -1.18 -9.26
H 3.39 -0.50 -8.29
H 2.09 0.59 -8.97
H 2.15 -3.75 -4.56
H 2.99 -2.93 -3.12
H 3.75 -3.06 -4.75
C -0.81 -4.70 1.61
C -0.51 -3.70 2.75
O -0.24 -4.62 3.76
C -0.13 -5.88 3.34
O 0.23 -6.86 4.03
O -0.40 -5.94 2.09
H -0.12 -4.43 0.77
H -1.91 -4.80 1.46
H -1.25 -2.99 2.86
H 0.50 -3.12 2.72
C -4.14 2.50 1.52
C -4.59 2.23 0.09
O -4.06 3.48 -0.42
C -3.34 4.24 0.49
O -2.86 5.30 0.16
O -3.49 3.75 1.56
H -3.68 1.55 1.87
H -5.07 2.48 2.21
H -5.61 2.16 0.00
H -4.04 1.54 -0.20
C 6.35 -0.79 0.34
C 5.85 -1.67 -0.88
O 4.71 -0.79 -1.34
C 4.84 0.41 -0.86
O 4.27 1.34 -1.12
O 5.70 0.42 0.11
H 7.55 -0.58 0.47
H 6.01 -1.22 1.28
H 5.58 -2.53 -0.44
H 6.69 -1.75 -1.61
*
```

## Properties
Energy above the lowest of the compared OMol25 structures with the same formula, charge and spin, kcal per mole: 55.9

=====

(4)
The following is a DFT calculation (ωB97M-V with the def2-TZVPD basis set) of the molecule C20H23N3O4S2 at a distorted geometry.

Geometry as ORCA input:
```
! RIJCOSX wB97M-V def2-TZVPD def2/J DEFGRID3
* xyz 0 1
C -3.79 -3.28 0.29
H -4.68 -3.89 0.13
H -2.92 -3.82 -0.07
H -3.69 -3.09 1.35
C -3.92 -1.95 -0.45
N -5.07 -1.20 0.03
S -4.77 -0.14 1.26
O -6.02 0.43 1.66
O -3.96 -0.81 2.24
C -3.77 1.15 0.50
C -2.41 1.13 0.66
C -1.64 2.11 0.02
C -2.26 3.08 -0.76
C -3.63 3.09 -0.89
C -4.40 2.12 -0.26
H -5.47 2.11 -0.34
H -4.11 3.85 -1.49
H -1.64 3.82 -1.24
C -0.20 2.12 0.17
N 0.63 2.98 -0.34
N 1.87 2.64 0.05
C 1.74 1.57 0.79
S 2.98 0.69 1.59
C 4.41 1.70 1.07
C 4.77 1.46 -0.40
O 5.06 0.12 -0.68
C 6.25 -0.42 -0.27
C 6.38 -1.79 -0.47
C 7.54 -2.45 -0.11
C 8.59 -1.75 0.46
C 8.46 -0.38 0.66
C 7.30 0.28 0.30
H 7.24 1.35 0.47
H 9.28 0.17 1.10
H 9.49 -2.26 0.74
H 7.62 -3.51 -0.27
H 5.55 -2.32 -0.91
H 3.91 1.71 -1.02
H 5.60 2.13 -0.68
H 4.15 2.75 1.23
H 5.22 1.39 1.73
O 0.45 1.19 0.91
H -1.95 0.38 1.29
C -6.14 -0.90 -0.89
C -6.96 -2.15 -1.23
H -7.33 -2.60 -0.32
H -6.35 -2.87 -1.76
H -7.80 -1.87 -1.86
H -5.75 -0.44 -1.81
H -6.78 -0.18 -0.37
H -3.02 -1.36 -0.28
H -4.03 -2.11 -1.52
*
```

## Properties
Energy above the lowest of the compared OMol25 structures with the same formula, charge and spin, kcal per mole: 50.9
SMILES: CCN(CC)S(=O)(=O)c1cccc(-c2nnc(SCCOc3ccccc3)o2)c1

=====

(5)
The following is a DFT calculation (ωB97M-V with the def2-TZVPD basis set) of the molecule C4H4 at a distorted geometry.

Geometry as ORCA input:
```
! RIJCOSX wB97M-V def2-TZVPD def2/J DEFGRID3
* xyz 0 1
C 0.37 1.40 -0.13
C 0.01 -0.02 -0.01
C 0.16 -1.31 0.29
C -0.89 1.10 -0.41
H 1.12 2.06 -0.16
H -0.55 -2.08 0.32
H 1.21 -1.59 0.43
H -1.85 1.42 -0.88
*
```

## Properties
Energy above the lowest of the compared OMol25 structures with the same formula, charge and spin, kcal per mole: 28.4
SMILES: C=C1C=C1

=====

(6)
The following is a DFT calculation (ωB97M-V with the def2-TZVPD basis set) of a cluster of 4 separate species, C2H13NO3S2 in total at a distorted geometry.

Geometry as ORCA input:
```
! RIJCOSX wB97M-V def2-TZVPD def2/J DEFGRID3
* xyz 0 1
N -0.66 -1.60 0.76
C -1.52 -0.44 1.00
C -1.09 0.71 0.07
S -1.23 2.36 0.62
S 0.29 2.39 1.81
H -0.90 -2.31 1.41
H 0.32 -1.40 0.96
H -2.49 -0.82 0.56
H -1.72 -0.13 2.10
H -0.29 0.54 -0.54
H -1.88 0.51 -0.80
H 1.16 3.05 1.04
H -0.53 -3.95 -3.02
H -1.53 -4.84 -3.50
O -1.12 -3.96 -3.67
H 2.14 -0.75 -0.88
H 0.91 -1.27 -1.57
O 1.54 -0.56 -1.52
H 3.65 -2.76 -0.86
H 4.22 -1.22 -0.92
O 3.61 -1.86 -0.38
*
```

## Properties
Energy above the lowest of the compared OMol25 structures with the same formula, charge and spin, kcal per mole: 43.3
SMILES: NCCSS.O.O.O

=====

(7)
The following is a DFT calculation (ωB97M-V with the def2-TZVPD basis set) of a cluster of 2 separate species, C3H13N2O in total at a distorted geometry.

Geometry as ORCA input:
```
! RIJCOSX wB97M-V def2-TZVPD def2/J DEFGRID3
* xyz 1 1
C -0.29 -0.96 -0.75
C -0.88 -0.89 0.64
C -1.82 0.28 0.88
N -1.11 1.57 0.74
N 0.55 0.26 -0.99
H -1.07 -1.05 -1.51
H 0.35 -1.83 -0.83
H -0.08 -0.78 1.39
H -1.35 -1.82 0.96
H -2.65 0.26 0.18
H -2.27 0.17 1.87
H -0.67 1.85 1.60
H -1.74 2.30 0.42
H 0.47 0.54 -1.97
H 0.16 1.04 -0.40
H 1.56 0.06 -0.82
H 3.41 -0.95 -0.02
H 4.16 0.09 -0.85
O 3.27 -0.16 -0.56
*
```

## Properties
Energy above the lowest of the compared OMol25 structures with the same formula, charge and spin, kcal per mole: 0.0

=====

(8)
The following is a DFT calculation (ωB97M-V with the def2-TZVPD basis set) of a structure of composition C2H7N2 at a distorted geometry.

Geometry as ORCA input:
```
! RIJCOSX wB97M-V def2-TZVPD def2/J DEFGRID3
* xyz 1 1
C 0.44 -0.04 -0.06
C -1.54 0.00 0.01
N 0.93 0.91 0.73
N 0.98 -0.95 -0.79
H -1.87 -0.96 0.19
H -1.59 0.71 0.93
H -1.70 0.48 -1.01
H 0.18 1.65 1.04
H 1.92 1.03 0.87
H 0.36 -1.56 -1.27
H 1.89 -1.28 -0.64
*
```

## Properties
Energy above the lowest of the compared OMol25 structures with the same formula, charge and spin, kcal per mole: 40.7

=====

| no. | orbital gap (eV) |
| --- | --- |
| 1 | 8.58 |
| 2 | 7.20 |
| 3 | 7.57 |
| 4 | 8.62 |
| 5 | 9.40 |
| 6 | 9.04 |
| 7 | 11.10 |
| 8 | 12.73 |